Record 1
56
Properties=species:S:1:pos:R:3:nbo_charge:R:1 method="wB97M-V/def2-TZVPD" spin_multiplicity=1 charge=0 e_above_lowest_ev=9.2032 e_lumo_ev=-1.503 homo_ev=-6.04 energy_ev=-46715.46306 gap_ev=4.535
C -0.83 -0.98 2.18 -0.251
O -0.93 0.43 1.83 -0.549
C -0.19 0.91 0.76 0.103
C -0.94 1.47 -0.28 0.060
S -2.53 0.85 -0.75 0.401
C -2.80 2.21 -1.76 -0.247
C -4.10 2.37 -2.47 -0.629
C -1.76 3.07 -1.77 0.160
C -1.68 4.33 -2.58 -0.651
N -0.75 2.71 -0.88 -0.389
C 0.29 3.65 -0.52 -0.403
C 1.13 1.39 1.21 -0.077
C 2.28 1.26 0.42 -0.203
C 3.46 1.87 0.82 -0.222
C 3.53 2.57 2.03 -0.230
C 2.40 2.65 2.84 -0.240
C 1.20 2.09 2.43 -0.160
H -1.31 -1.14 3.16 0.189
H -1.41 -1.51 1.41 0.174
H 0.23 -1.29 2.18 0.205
H -4.04 3.17 -3.22 0.217
H -4.36 1.44 -3.00 0.217
H -4.93 2.62 -1.80 0.220
H -2.47 4.31 -3.35 0.229
H -1.86 5.25 -2.00 0.222
H -0.73 4.47 -3.12 0.227
H 0.05 4.62 -0.96 0.209
H 0.34 3.78 0.56 0.224
H 1.26 3.33 -0.90 0.211
H 2.19 0.64 -0.46 0.222
H 4.33 1.79 0.17 0.207
H 4.46 3.07 2.30 0.211
H 2.46 3.18 3.80 0.210
H 0.30 2.17 3.05 0.217
C -4.80 -3.26 0.35 -0.636
C -3.43 -3.89 0.27 -0.065
O -2.45 -2.81 -0.07 -0.504
C -1.16 -3.14 -0.09 0.832
O -0.66 -4.17 0.24 -0.573
N -0.32 -1.91 -0.47 -0.087
N 0.82 -2.21 -0.93 -0.224
C 2.01 -2.38 -0.11 0.852
O 2.19 -1.64 0.84 -0.588
O 2.84 -3.30 -0.58 -0.500
C 4.26 -3.10 -0.16 -0.068
C 5.18 -4.19 -0.62 -0.632
H -5.62 -3.99 0.37 0.225
H -4.90 -2.68 1.27 0.218
H -4.97 -2.61 -0.51 0.225
H -3.16 -4.37 1.22 0.202
H -3.39 -4.63 -0.54 0.194
H 4.56 -2.15 -0.61 0.184
H 4.30 -3.00 0.93 0.204
H 6.20 -3.79 -0.57 0.221
H 5.17 -5.06 0.03 0.215
H 5.01 -4.49 -1.66 0.223

Record 2
59
Properties=species:S:1:pos:R:3:nbo_charge:R:1 method="wB97M-V/def2-TZVPD" spin_multiplicity=1 smiles="CCOC(=O)Cc1csc(NC(=O)c2ccc(S(=O)(=O)N(CCOC)CCOC)cc2)n1" charge=0 e_above_lowest_ev=0.1192 e_lumo_ev=0.625 homo_ev=-8.44 energy_ev=-61650.61692 gap_ev=9.068
C 0.24 4.83 -0.82 -0.626
C -1.04 4.21 -0.29 -0.081
O -0.79 3.74 1.04 -0.508
C -1.37 2.61 1.41 0.833
O -2.21 2.02 0.78 -0.619
C -0.84 2.16 2.77 -0.534
C -1.81 1.26 3.46 0.160
C -2.77 1.63 4.34 -0.447
S -3.72 0.27 4.82 0.353
C -2.71 -0.72 3.76 0.259
N -2.97 -2.06 3.62 -0.631
C -2.51 -2.89 2.62 0.683
O -2.73 -4.08 2.66 -0.559
C -1.77 -2.16 1.55 -0.097
C -0.39 -2.20 1.50 -0.174
C 0.29 -1.36 0.62 -0.213
C -0.44 -0.54 -0.21 -0.223
S 0.42 0.74 -1.10 2.323
O -0.44 1.32 -2.10 -0.955
O 0.98 1.63 -0.11 -0.963
N 1.71 0.02 -1.88 -0.705
C 3.06 0.29 -1.45 -0.234
C 3.90 -0.97 -1.24 -0.067
O 3.40 -1.70 -0.15 -0.551
C 4.08 -2.91 0.07 -0.243
C 1.47 -0.48 -3.20 -0.265
C 0.95 -1.93 -3.18 -0.064
O -0.32 -2.08 -2.61 -0.546
C -1.38 -1.57 -3.38 -0.267
C -1.82 -0.56 -0.24 -0.178
C -2.49 -1.38 0.65 -0.184
N -1.79 -0.07 3.16 -0.480
H 0.09 5.18 -1.83 0.212
H 1.02 4.07 -0.81 0.229
H 0.55 5.66 -0.19 0.205
H -1.34 3.36 -0.91 0.219
H -1.85 4.94 -0.25 0.177
H -0.61 3.04 3.37 0.240
H 0.08 1.62 2.56 0.267
H -2.99 2.60 4.73 0.241
H -3.56 -2.49 4.33 0.420
H 0.16 -2.83 2.17 0.219
H 1.36 -1.34 0.59 0.251
H 2.97 0.83 -0.50 0.253
H 3.57 0.93 -2.18 0.189
H 4.94 -0.67 -1.04 0.175
H 3.89 -1.59 -2.15 0.159
H 4.02 -3.57 -0.80 0.167
H 5.14 -2.73 0.30 0.168
H 3.60 -3.38 0.93 0.198
H 2.40 -0.43 -3.79 0.207
H 0.73 0.17 -3.68 0.233
H 0.95 -2.32 -4.22 0.164
H 1.61 -2.54 -2.56 0.191
H -1.41 -0.47 -3.37 0.190
H -1.32 -1.92 -4.42 0.166
H -2.29 -1.95 -2.92 0.199
H -2.35 0.10 -0.91 0.248
H -3.57 -1.38 0.67 0.220

Record 3
57
Properties=species:S:1:pos:R:3:nbo_charge:R:1 method="wB97M-V/def2-TZVPD" spin_multiplicity=1 charge=0 e_lumo_ev=-0.889 homo_ev=-8.33 energy_ev=-65224.15695 gap_ev=7.439
C 2.18 -0.38 3.75 -0.606
C 1.98 -0.72 2.19 -0.451
C 1.57 0.54 1.35 0.028
C 0.35 1.32 1.87 -0.198
C -0.07 2.49 1.08 -0.003
C -1.37 3.23 1.62 -0.535
C -2.58 2.26 1.23 0.730
O -2.37 1.31 0.50 -0.550
N -3.94 2.44 1.76 -0.533
C -4.96 2.47 0.69 -0.428
C -4.25 1.21 2.57 -0.424
C 0.66 2.94 -0.15 0.175
N 0.34 4.03 -0.96 -0.599
S 1.50 4.03 -2.16 0.875
N 2.45 2.69 -1.83 -0.597
C 1.87 2.18 -0.67 0.087
C 2.26 0.97 0.12 -0.038
C 3.47 0.07 -0.36 -0.443
C 3.02 -1.37 -0.82 -0.415
C 1.77 -1.38 -1.81 -0.557
S 0.19 -1.45 -0.87 0.322
C -1.09 -2.24 -1.89 -0.092
S -0.79 -3.02 -3.32 0.025
N -2.43 -2.16 -1.32 -0.447
C -2.79 -2.77 -0.11 -0.090
C -4.20 -2.45 0.17 -0.105
N -4.63 -1.68 -0.95 -0.455
C -3.58 -1.52 -1.82 0.172
H 3.23 -0.02 3.92 0.211
H 1.43 0.38 4.12 0.209
H 2.06 -1.33 4.35 0.213
H 2.92 -1.21 1.85 0.222
H 1.10 -1.43 2.16 0.227
H -0.21 1.01 2.78 0.226
H -1.32 3.38 2.74 0.246
H -1.51 4.19 1.06 0.261
H -4.76 1.78 -0.18 0.213
H -5.94 2.13 1.15 0.206
H -5.13 3.52 0.33 0.203
H -3.36 0.85 3.16 0.200
H -5.10 1.39 3.27 0.206
H -4.55 0.35 1.89 0.201
H 3.94 0.63 -1.23 0.233
H 4.21 -0.04 0.48 0.222
H 3.90 -1.83 -1.40 0.245
H 2.77 -2.08 0.01 0.213
H 1.86 -2.34 -2.41 0.266
H 1.85 -0.54 -2.56 0.234
H -2.16 -3.40 0.57 0.234
H -4.81 -2.74 1.06 0.226
H -3.67 -0.93 -2.75 0.227
C 4.70 -2.20 -4.29 -0.252
O 4.43 -3.18 -3.29 -0.727
H 3.75 -1.78 -4.63 0.188
H 5.32 -1.40 -3.87 0.163
H 5.22 -2.66 -5.14 0.169
H 5.28 -3.54 -3.01 0.466

Record 4
56
Properties=species:S:1:pos:R:3:nbo_charge:R:1 method="wB97M-V/def2-TZVPD" spin_multiplicity=1 charge=0 e_above_lowest_ev=1.3870 e_lumo_ev=0.553 homo_ev=-8.16 energy_ev=-36817.91189 gap_ev=8.717
C -0.30 5.30 -0.75 -0.643
C -0.68 3.90 -0.40 0.263
C 0.23 2.92 -0.19 -0.377
C -0.19 1.58 0.16 0.419
N 0.47 0.52 0.43 -0.533
C 1.90 0.46 0.18 -0.050
C 2.39 -0.92 0.61 -0.398
C 3.87 -1.13 0.33 -0.407
C 4.20 -0.94 -1.14 0.263
C 3.74 0.45 -1.56 -0.436
C 2.25 0.65 -1.30 -0.419
C 5.69 -1.14 -1.39 -0.244
N 5.96 -1.19 -2.82 -0.425
C 6.63 -0.18 -3.43 0.670
O 7.08 0.77 -2.82 -0.610
C 6.79 -0.29 -4.91 -0.277
C 7.73 -0.96 -5.61 0.167
O 7.53 -0.80 -6.92 -0.271
N 6.43 0.00 -7.11 -0.125
C 5.98 0.31 -5.92 0.176
C 4.79 1.19 -5.76 -0.654
C 5.21 -2.25 -3.47 -0.246
C 3.73 -2.03 -3.22 -0.073
O 3.48 -1.97 -1.84 -0.549
N -1.58 1.49 0.28 -0.561
C -2.43 2.51 0.03 0.463
C -3.88 2.16 0.19 -0.108
O -4.68 3.30 -0.04 -0.683
N -2.05 3.69 -0.31 -0.508
H 0.78 5.43 -0.77 0.211
H -0.70 5.55 -1.73 0.232
H -0.74 5.99 -0.03 0.233
H 1.28 3.16 -0.24 0.223
H 2.43 1.23 0.78 0.171
H 2.19 -1.06 1.67 0.213
H 1.80 -1.67 0.07 0.219
H 4.47 -0.42 0.92 0.204
H 4.17 -2.14 0.65 0.216
H 4.32 1.19 -1.01 0.218
H 3.97 0.64 -2.62 0.208
H 1.66 -0.06 -1.88 0.212
H 1.97 1.65 -1.65 0.208
H 6.29 -0.35 -0.94 0.250
H 6.00 -2.10 -0.95 0.200
H 8.57 -1.56 -5.32 0.215
H 4.66 1.47 -4.72 0.226
H 4.90 2.10 -6.35 0.244
H 3.88 0.68 -6.10 0.232
H 5.46 -2.33 -4.53 0.228
H 5.50 -3.20 -3.00 0.200
H 3.40 -1.11 -3.72 0.164
H 3.14 -2.85 -3.62 0.200
H -1.92 0.58 0.55 0.418
H -4.12 1.36 -0.52 0.180
H -4.03 1.76 1.20 0.179
H -5.60 3.04 0.08 0.472

Record 5
50
Properties=species:S:1:pos:R:3:nbo_charge:R:1 method="wB97M-V/def2-TZVPD" spin_multiplicity=3 charge=-2 e_above_lowest_ev=0.6752 e_lumo_ev="5.002 / 4.930" homo_ev="1.40 / -0.03" energy_ev=-27956.22183 gap_ev="3.603 / 4.960"
C -1.61 -0.55 -1.95 -0.422
C -0.58 -1.57 -2.22 -0.475
C 0.57 -0.87 -2.72 -0.327
C 0.37 0.51 -2.56 -0.271
C -0.92 0.74 -1.99 -0.330
Pt -0.59 -0.75 -0.11 0.796
C 0.87 -1.65 1.34 -0.669
C -0.49 -1.75 1.60 -0.006
C -1.45 -2.21 2.42 -0.586
N -1.11 0.90 0.77 -1.224
H 1.41 -1.34 -3.23 0.185
H -0.79 -2.64 -2.27 0.209
H 1.04 1.30 -2.90 0.211
H -1.41 1.70 -1.85 0.219
H -2.68 -0.73 -1.86 0.214
H 1.41 -2.49 0.90 0.201
H -1.26 0.82 1.78 0.324
H 1.46 -0.87 1.84 0.224
H -1.22 -2.83 3.28 0.171
H -2.48 -1.98 2.18 0.193
C -0.46 3.94 2.43 -0.656
C 0.49 3.76 1.30 0.072
C 0.07 4.24 -0.04 -0.676
C 1.80 3.30 1.56 -0.241
C 2.58 3.68 2.67 -0.206
C 3.90 3.26 2.80 -0.352
C 4.41 2.25 1.98 -0.220
C 3.65 1.68 0.99 -0.174
C 4.19 0.51 0.16 -0.242
C 5.20 1.01 -0.88 -0.594
C 4.86 -0.56 1.03 -0.598
C 2.38 2.28 0.63 0.511
O 1.75 1.93 -0.39 -0.762
H -0.20 4.79 3.08 0.174
H -0.48 3.03 3.06 0.217
H -1.48 4.09 2.05 0.199
H -0.53 1.72 0.56 0.361
H 0.39 5.29 -0.19 0.171
H 0.53 3.62 -0.83 0.272
H -1.02 4.19 -0.15 0.191
H 2.16 4.37 3.40 0.174
H 4.54 3.69 3.57 0.171
H 5.43 1.89 2.14 0.171
H 3.33 0.06 -0.37 0.248
H 6.04 1.50 -0.37 0.180
H 5.58 0.17 -1.46 0.176
H 4.74 1.73 -1.55 0.217
H 4.17 -0.97 1.77 0.215
H 5.21 -1.38 0.39 0.183
H 5.72 -0.14 1.56 0.178